(1)
# C14H15AsClFeN2O4S4Sb

C14H15AsClFeN2O4S4Sb as an isolated structure at a distorted geometry (wB97M-V/def2-TZVPD, OMol25).

## Properties
Spin multiplicity: 6
HOMO (alpha / beta), eV: -5.176 / -5.145
⟨S²⟩: 8.786
LUMO energy (alpha / beta), eV: 2.1 / 0.8
Calculated total energy, hartree: -6745.81701
Frontier orbital gap (alpha / beta), eV: 7.3 / 5.9
Total charge: -1
Max |F|, eV Å⁻¹: 3.86

Last column: natural (NBO) charge in e.
Cartesian coordinates (Å):
Fe (-0.38472, 0.05503, 0.62820)  1.074
S (0.56713, 2.48901, 3.39607)  -0.807
Sb (-1.27211, 1.85593, 2.18744)  1.219
S (-1.64473, -0.57120, 2.37989)  -0.559
S (-0.76108, 2.07310, -0.22720)  -0.572
S (-3.19540, 2.93505, 2.75003)  -0.750
O (-0.26954, -2.38872, -4.94907)  -0.681
C (0.78710, -1.62004, -5.09155)  0.779
O (1.36948, -1.51049, -6.14556)  -0.613
C (1.25996, -0.89890, -3.87324)  -0.266
C (2.38137, -0.09441, -3.81031)  0.163
Cl (3.41207, 0.37636, -5.07084)  0.094
N (2.52077, 0.33683, -2.53162)  -0.196
N (1.49596, -0.10841, -1.77834)  -0.261
C (0.74602, -0.86837, -2.55368)  0.033
C (-0.48044, -1.54943, -1.98360)  0.811
O (-1.04432, -2.37595, -2.70720)  -0.640
O (-0.89400, -1.25860, -0.81333)  -0.782
C (3.57696, 1.09604, -1.93757)  0.202
C (3.28685, 1.96449, -0.89289)  -0.230
C (4.30381, 2.66557, -0.26778)  -0.197
C (5.61534, 2.50568, -0.68984)  -0.215
C (5.90533, 1.63115, -1.72557)  -0.199
C (4.89439, 0.91442, -2.34582)  -0.246
H (-0.61839, -2.40734, -4.00234)  0.486
H (2.26329, 2.11234, -0.58701)  0.254
H (4.05048, 3.33640, 0.54209)  0.231
H (6.41230, 3.05842, -0.20845)  0.213
H (6.92764, 1.49530, -2.05452)  0.212
H (5.13793, 0.19801, -3.11474)  0.228
C (1.88007, -1.19544, 3.53842)  -0.927
As (1.49124, -1.24188, 1.62391)  0.911
C (3.29851, -1.67606, 0.99251)  -0.935
C (0.78816, -3.05959, 1.45056)  -0.942
H (2.32838, -2.13686, 3.85637)  0.212
H (0.96531, -1.00885, 4.09681)  0.259
H (2.57290, -0.37740, 3.73207)  0.246
H (3.68953, -2.48404, 1.60952)  0.218
H (3.97002, -0.82123, 1.06113)  0.237
H (3.24649, -2.00867, -0.04407)  0.234
H (1.48164, -3.78680, 1.87162)  0.216
H (0.63400, -3.28128, 0.39464)  0.239
H (-0.17488, -3.13232, 1.95152)  0.246

Cartesian forces (eV/Å) of the 3 atoms listed first:
Fe -0.095 -1.926 -2.487
S -0.064 -0.567 -0.531
Sb -1.240 2.857 2.283



(2)
# C14H15BrNO2ReS

C14H15BrNO2ReS as an isolated structure (wB97M-V/def2-TZVPD, OMol25).

## Properties
Spin multiplicity: 2
HOMO (alpha / beta), eV: -19.250 / -19.248
⟨S²⟩: 0.770
LUMO energy (alpha / beta), eV: -11.9 / -13.9
Calculated total energy, hartree: -3797.04882
Relative energy (zero: lowest compared OMol25 entry of this formula, charge and spin), kcal per mole: 2.3
Frontier orbital gap (alpha / beta), eV: 7.3 / 5.3
Total charge: +3
Max |F|, eV Å⁻¹: 0.83

Last column: Mulliken charge in e.
Cartesian coordinates (Å):
Re (0.04687, -0.42595, 0.83916)  1.257
C (-0.18490, -2.19583, 2.30624)  -0.300
C (0.30713, -1.15271, 3.11693)  -0.555
C (1.39102, -0.36329, 2.70631)  -0.024
C (2.12194, -0.75293, 1.54948)  -0.348
C (1.74361, -1.92953, 0.85715)  -0.503
C (0.54440, -2.60870, 1.16410)  -0.331
H (-1.11156, -2.69405, 2.55823)  0.520
H (-0.27292, -0.83228, 3.97275)  0.510
H (1.68617, 0.51092, 3.27031)  0.506
H (2.98173, -0.17814, 1.23015)  0.522
H (2.25852, -2.18806, -0.06139)  0.461
H (0.20879, -3.44268, 0.56336)  0.486
Br (3.86149, -0.18881, -3.69385)  0.216
C (2.26091, 0.65395, -3.83524)  0.281
C (2.00598, 1.40494, -5.02352)  -0.230
C (0.78996, 2.05138, -5.14813)  -0.558
C (-0.11085, 1.92919, -4.10570)  -0.450
C (0.25515, 1.15177, -2.95615)  0.746
N (1.38987, 0.53063, -2.81240)  -0.226
C (-0.79417, 1.06247, -1.87266)  0.183
O (-1.88182, 1.50669, -1.98716)  -0.410
O (-0.42779, 0.41607, -0.70234)  -0.710
H (2.76415, 1.45075, -5.79576)  0.461
H (0.55146, 2.63019, -6.03101)  0.508
H (-1.08517, 2.40040, -4.13189)  0.495
C (-1.81436, 2.19237, 1.86471)  -0.897
S (-1.89642, 0.39206, 2.01549)  0.036
C (-3.28727, -0.01268, 0.93015)  -0.813
H (-1.75746, 2.49411, 0.82222)  0.303
H (-0.95626, 2.54340, 2.43351)  0.375
H (-2.72779, 2.57113, 2.32482)  0.443
H (-4.17313, 0.38268, 1.42848)  0.426
H (-3.36617, -1.09598, 0.86822)  0.361
H (-3.15792, 0.43741, -0.05089)  0.258

Cartesian forces (eV/Å) of the 3 atoms listed first:
Re -0.513 -0.063 0.243
C 0.033 0.060 -0.116
C 0.021 0.092 -0.037